Record 1
ORCA calculation (ωB97M-V/def2-TZVPD) on an isolated molecule of C21H27N3O5S in a non-equilibrium geometry.

Last column: Mulliken charge in e.
Geometry (Å):
C1 1.290 3.722 1.131  -1.071
C2 2.287 3.746 -0.023  -0.481
O1 3.164 2.637 -0.019  -0.463
C3 2.688 1.381 -0.300  0.986
C4 1.469 1.148 -0.928  -1.095
C5 1.064 -0.142 -1.241  -0.493
C6 -0.228 -0.449 -1.897  0.497
O2 -0.796 -1.526 -1.761  -0.802
N1 -0.749 0.521 -2.684  -0.106
C7 -1.970 0.326 -3.436  -1.041
C8 -3.227 0.561 -2.576  0.777
O3 -3.963 1.508 -2.757  -0.630
N2 -3.371 -0.405 -1.636  0.276
N3 -4.322 -0.571 -0.688  -0.729
C9 -5.328 0.210 -0.563  -0.556
C10 -6.298 -0.040 0.456  0.716
S1 -7.654 1.040 0.611  -0.180
C11 -8.274 0.125 1.922  -0.455
C12 -7.488 -0.943 2.221  -0.715
C13 -6.351 -1.054 1.392  0.318
C14 -5.333 -2.132 1.505  -1.191
C15 1.877 -1.223 -0.913  -0.593
C16 3.095 -1.015 -0.292  0.633
O4 3.959 -1.994 0.069  -0.348
C17 3.618 -3.339 -0.209  -0.324
C18 4.756 -4.211 0.297  -1.465
C19 3.516 0.295 0.029  0.851
O5 4.737 0.359 0.615  -0.532
C20 5.095 1.445 1.454  -0.118
C21 6.316 1.007 2.249  -1.411
H1 1.822 3.694 2.079  0.308
H2 0.673 4.615 1.099  0.392
H3 0.647 2.847 1.073  0.323
H4 2.956 4.605 0.082  0.412
H5 1.771 3.836 -0.987  0.324
H6 0.823 1.982 -1.150  0.397
H7 -0.277 1.404 -2.774  0.219
H8 -1.986 -0.704 -3.807  0.354
H9 -1.992 1.023 -4.274  0.404
H10 -2.634 -1.114 -1.575  0.327
H11 -5.510 1.077 -1.195  0.498
H12 -9.186 0.432 2.395  0.456
H13 -7.711 -1.637 3.013  0.372
H14 -5.265 -2.681 0.569  0.304
H15 -5.588 -2.814 2.312  0.367
H16 -4.350 -1.701 1.688  0.297
H17 1.520 -2.211 -1.152  0.520
H18 2.680 -3.604 0.298  0.389
H19 3.484 -3.479 -1.290  0.386
H20 4.539 -5.257 0.098  0.421
H21 4.884 -4.070 1.367  0.325
H22 5.682 -3.935 -0.200  0.329
H23 4.267 1.688 2.130  0.293
H24 5.328 2.331 0.853  0.258
H25 7.125 0.753 1.571  0.323
H26 6.078 0.129 2.843  0.338
H27 6.637 1.810 2.906  0.408

As for the HOMO energy: -0.2912 hartree. As for the electronic energy: -1755.046458 hartree. The value obtained for the LUMO energy is 0.552 eV. As for the net charge: 0. The value obtained for the frontier orbital gap is 8.476 eV. As for the multiplicity: 1. The calculation puts the energy above the lowest of the compared OMol25 structures with the same formula, charge and spin at 260.40 kJ/mol. Its SMILES is CCOc1cc(C(=O)NCC(=O)N/N=C/c2sccc2C)cc(OCC)c1OCC.

=====

Record 2
ORCA calculation (ωB97M-V/def2-TZVPD) on a structure of composition C21H27N5NiO2 in a non-equilibrium geometry.

Last column: Löwdin spin population.
Geometry (Å):
Ni1 0.501 -0.001 -0.363  1.696
N1 5.048 1.585 -1.627  0.002
N2 4.020 0.680 -1.764  0.005
N3 4.207 -0.643 -2.001  0.001
C1 3.053 -1.126 -1.598  0.006
N4 2.135 -0.170 -1.292  0.045
N5 2.741 0.997 -1.357  0.007
H1 5.816 1.290 -2.230  0.000
H2 4.761 2.592 -1.592  0.000
H3 2.787 -2.186 -1.550  0.000
C2 0.874 -0.038 1.377  0.048
C3 1.225 -0.081 2.608  0.024
C4 1.736 -0.173 3.936  0.000
C5 2.423 0.893 4.542  0.003
C6 2.883 0.718 5.847  -0.001
C7 2.529 -0.459 6.574  0.004
C8 1.811 -1.537 5.995  -0.001
C9 1.434 -1.317 4.687  0.003
H4 2.527 1.853 4.069  0.000
H5 3.571 1.426 6.316  0.000
H6 2.863 -0.612 7.602  0.000
H7 1.512 -2.339 6.618  0.000
H8 0.847 -2.041 4.078  0.000
O1 1.754 3.409 -0.270  0.004
H9 1.210 3.035 0.457  0.001
H10 2.342 2.680 -0.588  0.000
C10 -0.121 -2.397 -3.164  0.000
C11 -1.246 -2.595 -2.171  0.003
C12 -0.703 -2.743 -0.779  0.031
C13 -2.308 -1.503 -2.244  0.005
C14 -3.524 -1.777 -2.870  -0.001
C15 -4.624 -0.883 -2.805  0.004
C16 -4.470 0.333 -2.195  0.000
C17 -3.279 0.644 -1.542  0.007
C18 -3.143 1.903 -0.736  0.001
C19 -2.450 1.803 0.610  0.003
C20 -2.448 3.020 -1.558  0.000
C21 -2.118 -0.204 -1.666  0.007
O2 -0.941 0.306 -1.593  0.073
H11 0.531 -3.274 -3.209  0.000
H12 0.519 -1.557 -2.847  0.000
H13 -0.472 -2.232 -4.193  0.000
H14 -1.807 -3.474 -2.499  0.001
H15 -0.052 -1.899 -0.487  0.013
H16 -0.064 -3.626 -0.757  0.001
H17 -1.514 -2.853 -0.018  0.001
H18 -3.693 -2.754 -3.349  0.000
H19 -5.520 -1.253 -3.251  0.000
H20 -5.289 1.077 -2.140  0.000
H21 -4.181 2.296 -0.621  0.000
H22 -1.347 1.802 0.538  0.004
H23 -2.780 0.975 1.211  0.000
H24 -2.901 2.648 1.211  0.000
H25 -1.612 2.485 -2.057  0.000
H26 -1.947 3.836 -0.958  0.000
H27 -3.107 3.457 -2.337  0.000

As for the HOMO energy (spin up / spin down): -0.2559 / -0.2541 hartree. As for the electronic energy: -2748.749110 hartree. The value obtained for the LUMO energy (spin up / spin down) is -0.729 / -1.269 eV. As for the net charge: 0. The value obtained for the frontier orbital gap (spin up / spin down) is 6.233 / 5.647 eV. As for the multiplicity: 3. As for the expectation value of S²: 2.008. The calculation puts the energy above the lowest of the compared OMol25 structures with the same formula, charge and spin at 195.95 kJ/mol.

=====

Record 3
ORCA calculation (ωB97M-V/def2-TZVPD) on an isolated molecule of C21H27N5O3.

Last column: Mulliken charge in e.
Geometry (Å):
C1 -2.239 -3.027 1.211  -0.792
O1 -1.644 -2.918 -0.064  -0.514
C2 -0.316 -2.625 -0.117  0.845
C3 0.550 -2.715 0.966  -0.758
C4 1.860 -2.290 0.846  -0.720
C5 2.331 -1.776 -0.351  -0.052
C6 3.662 -1.074 -0.389  -0.715
N1 3.578 0.090 0.488  0.264
C7 4.803 0.813 0.701  -0.875
C8 5.123 1.758 -0.464  -0.596
N2 3.994 2.640 -0.645  -0.112
C9 2.727 2.336 -0.325  0.210
O2 1.818 3.138 -0.492  -0.804
C10 2.438 0.953 0.240  0.419
C11 1.572 1.084 1.521  -1.285
C12 0.115 0.741 1.251  0.266
O3 -0.510 -0.079 1.896  -0.611
N3 -0.403 1.411 0.204  0.244
C13 -1.755 1.178 -0.234  -0.627
C14 -2.780 1.979 0.590  -0.571
C15 -4.167 1.540 0.249  0.623
C16 -4.689 0.334 0.724  -0.190
N4 -5.899 -0.083 0.397  -0.646
C17 -6.611 0.697 -0.406  -0.276
C18 -6.104 1.899 -0.877  -0.247
N5 -4.888 2.313 -0.554  -0.595
C19 1.482 -1.767 -1.452  -0.454
C20 0.169 -2.192 -1.360  1.183
C21 -0.757 -2.152 -2.536  -1.680
H1 -1.961 -2.176 1.841  0.256
H2 -1.955 -3.961 1.708  0.327
H3 -3.314 -3.028 1.036  0.319
H4 0.202 -3.077 1.919  0.350
H5 2.513 -2.322 1.704  0.438
H6 3.918 -0.810 -1.429  0.220
H7 4.452 -1.718 0.008  0.510
H8 4.686 1.409 1.613  0.358
H9 5.620 0.105 0.848  0.447
H10 5.308 1.179 -1.378  0.256
H11 6.014 2.354 -0.248  0.441
H12 4.145 3.549 -1.058  0.307
H13 1.814 0.473 -0.524  0.205
H14 1.954 0.395 2.273  0.292
H15 1.621 2.101 1.914  0.322
H16 0.129 2.185 -0.185  0.336
H17 -1.837 1.439 -1.291  0.554
H18 -1.957 0.110 -0.108  -0.123
H19 -2.582 1.789 1.647  0.359
H20 -2.672 3.044 0.382  0.349
H21 -4.120 -0.305 1.386  0.463
H22 -7.600 0.346 -0.666  0.390
H23 -6.673 2.550 -1.527  0.400
H24 1.842 -1.392 -2.401  0.251
H25 -0.266 -1.723 -3.405  0.397
H26 -1.642 -1.564 -2.296  0.258
H27 -1.095 -3.158 -2.779  0.382

As for the HOMO energy: -0.2991 hartree. As for the electronic energy: -1315.958365 hartree. The value obtained for the LUMO energy is 0.604 eV. As for the net charge: 0. The value obtained for the frontier orbital gap is 8.743 eV. As for the multiplicity: 1. The calculation puts the energy above the lowest of the compared OMol25 structures with the same formula, charge and spin at 154.40 kJ/mol. Its SMILES is COc1ccc(CN2CCNC(=O)[C@@H]2CC(=O)NCCc2cnccn2)cc1C.

=====

Record 4
ORCA calculation (ωB97M-V/def2-TZVPD) on a structure of composition C21H27N6O8STa.

Last column: Mulliken charge in e.
Geometry (Å):
Ta1 0.289 0.772 0.533  2.747
C1 4.853 -0.776 0.586  -0.978
N1 3.701 -1.679 0.710  0.264
C2 3.990 -3.106 0.919  -0.961
C3 2.484 -1.237 0.707  0.730
O1 2.210 0.008 0.587  -0.992
C4 1.319 -2.190 0.850  -1.113
O2 0.187 -1.343 1.070  0.218
C5 -0.920 -1.842 1.818  -1.315
C6 -1.622 -0.596 2.314  0.924
O3 -1.061 0.528 2.044  -1.241
N2 -2.728 -0.670 2.982  0.159
C7 -3.421 0.532 3.465  -0.976
C8 -3.365 -1.951 3.310  -0.936
H1 5.428 -1.059 -0.293  0.367
H2 5.473 -0.881 1.475  0.397
H3 4.514 0.249 0.493  0.294
H4 5.030 -3.280 0.659  0.370
H5 3.370 -3.727 0.275  0.391
H6 3.840 -3.371 1.965  0.314
H7 1.454 -2.843 1.710  0.703
H8 1.163 -2.764 -0.068  0.602
H9 -0.546 -2.424 2.662  0.759
H10 -1.565 -2.434 1.166  0.651
H11 -2.945 1.423 3.071  0.329
H12 -3.385 0.546 4.552  0.374
H13 -4.459 0.486 3.141  0.374
H14 -2.642 -2.761 3.329  0.392
H15 -4.150 -2.170 2.587  0.337
H16 -3.807 -1.868 4.300  0.347
C9 -2.049 1.397 -7.219  -1.498
C10 -1.712 0.909 -5.844  0.960
C11 -0.710 1.524 -5.091  -0.992
C12 -0.385 1.072 -3.828  -0.347
C13 -1.079 -0.024 -3.319  -0.029
C14 -2.078 -0.672 -4.049  -0.404
C15 -2.386 -0.193 -5.305  -0.813
S1 -0.762 -0.594 -1.729  1.662
O4 0.649 -0.157 -1.324  -0.704
O5 -0.956 -2.003 -1.612  -0.685
N3 -1.548 0.215 -0.572  -0.286
C16 -2.295 1.420 -0.957  -0.714
C17 -1.312 2.568 -1.172  0.585
O6 -1.421 3.476 -1.918  -0.507
O7 -0.217 2.399 -0.342  -0.838
H17 -1.615 2.375 -7.415  0.369
H18 -3.129 1.459 -7.355  0.395
H19 -1.668 0.699 -7.966  0.335
H20 -0.178 2.371 -5.503  0.368
H21 0.401 1.550 -3.260  0.512
H22 -2.587 -1.535 -3.641  0.484
H23 -3.156 -0.683 -5.886  0.440
H24 -2.952 1.696 -0.130  0.405
H25 -2.914 1.283 -1.842  0.387
N4 2.389 3.533 2.781  -0.385
C18 1.957 2.276 2.798  0.792
O8 1.107 1.939 1.850  -0.490
C19 2.355 1.345 3.748  0.247
C20 3.278 1.711 4.765  -0.645
N5 4.021 2.010 5.589  -0.400
C21 1.827 0.038 3.676  0.370
N6 1.398 -1.027 3.554  -0.566
H26 2.034 4.177 2.095  0.231
H27 3.005 3.872 3.504  0.228

As for the HOMO energy: -0.5117 hartree. As for the electronic energy: -2201.744840 hartree. The value obtained for the LUMO energy is -6.264 eV. As for the net charge: +2. The value obtained for the frontier orbital gap is 7.660 eV. As for the multiplicity: 1.